(1)
DFT (ωB97M-V/def2-TZVPD) results for 2 unconnected molecules or ions with the total composition C14H34ClN2.

Each line ends with the natural charge from an NBO analysis.
Positions of all 51 atoms, in Å:
C (2.3858, -4.9619, -1.5259)  -0.611
C (1.8440, -3.5337, -1.7162)  -0.401
C (0.3279, -3.4811, -1.6088)  -0.412
C (-0.2719, -2.0907, -1.7806)  -0.030
C (0.1263, -1.0803, -0.7196)  -0.646
N (-1.7781, -2.2538, -1.7811)  -0.508
C (-2.5824, -1.0052, -1.8595)  -0.240
C (-4.0666, -1.3075, -1.9872)  -0.207
C (-4.6677, -2.1876, -0.8852)  -0.640
Cl (-4.3079, -2.0438, -3.6051)  -0.044
H (1.5766, -5.6780, -1.3866)  0.206
H (3.0330, -5.0196, -0.6549)  0.226
H (2.9671, -5.2852, -2.3848)  0.228
H (2.3016, -2.8799, -0.9757)  0.207
H (2.1374, -3.1502, -2.6945)  0.211
H (-0.0077, -3.9122, -0.6585)  0.206
H (-0.0779, -4.1201, -2.4020)  0.212
H (-0.0095, -1.7319, -2.7766)  0.221
H (1.1575, -1.2234, -0.4142)  0.254
H (0.0258, -0.0579, -1.0783)  0.235
H (-0.4927, -1.1779, 0.1748)  0.218
H (-2.0302, -2.8145, -0.9660)  0.429
H (-2.0373, -2.8104, -2.6020)  0.446
H (-2.3856, -0.3646, -1.0046)  0.243
H (-2.2409, -0.4911, -2.7557)  0.242
H (-4.5804, -0.3503, -1.9951)  0.250
H (-5.3036, -1.5956, -0.2326)  0.251
H (-5.2705, -2.9803, -1.3172)  0.257
H (-3.9206, -2.6649, -0.2500)  0.191
C (1.4937, 5.7072, 2.5050)  -0.617
C (0.6529, 4.4462, 2.3882)  -0.214
N (1.0610, 3.5873, 1.2868)  -0.450
C (0.1080, 2.5427, 0.9882)  -0.199
C (-0.1356, 1.4525, 2.0429)  -0.637
C (2.4621, 3.1982, 1.2735)  -0.216
C (3.0128, 2.4544, 2.4975)  -0.639
H (1.4948, 6.2604, 1.5655)  0.214
H (1.0805, 6.3508, 3.2816)  0.220
H (2.5263, 5.4911, 2.7791)  0.205
H (-0.3845, 4.7347, 2.1981)  0.195
H (0.6563, 3.9266, 3.3595)  0.159
H (0.4214, 2.0692, 0.0503)  0.172
H (-0.8482, 3.0317, 0.7732)  0.190
H (0.6924, 0.7455, 2.1015)  0.199
H (-1.0356, 0.8852, 1.7845)  0.189
H (-0.2952, 1.8706, 3.0360)  0.221
H (3.0560, 4.1008, 1.1226)  0.202
H (2.6236, 2.5955, 0.3751)  0.187
H (2.6825, 2.9113, 3.4310)  0.210
H (4.1032, 2.4873, 2.4884)  0.220
H (2.7205, 1.4046, 2.5153)  0.194

HOMO-LUMO gap: 0.274 Ha
net charge: +1
E_HOMO: -10.20 eV
ΔE to the lowest compared entry with this formula, charge and spin: 14.1 kJ/mol

=====

(2)
DFT (ωB97M-V/def2-TZVPD) results for a molecular structure, C14H34INNbO4PS.

Each line ends with the natural charge from an NBO analysis.
Positions of all 57 atoms, in Å:
C (5.1623, -2.8888, 4.5152)  -0.715
C (4.1967, -3.0800, 3.4022)  0.811
O (4.3794, -2.6058, 2.3455)  -0.599
O (3.1853, -3.8756, 3.7080)  -0.527
C (1.9385, -3.5661, 3.0558)  -0.565
Nb (0.1700, -3.1886, 4.4569)  1.205
I (1.7019, -1.9636, 6.4652)  -0.310
P (-0.1539, -0.9365, 3.0883)  1.253
O (-1.5282, -0.1369, 3.4613)  -1.010
O (-0.2325, -1.2572, 1.4625)  -1.039
S (1.4254, 0.2028, 3.3416)  -0.696
H (4.6745, -2.9040, 5.4717)  0.237
H (5.8252, -3.7392, 4.4861)  0.230
H (5.7371, -2.0003, 4.3626)  0.231
H (2.0339, -2.7570, 2.3500)  0.199
H (1.6567, -4.4423, 2.4842)  0.204
H (-1.3192, -2.6018, 5.3666)  -0.297
H (0.1956, -4.7784, 5.3253)  -0.305
H (-0.9893, -3.9720, 3.2956)  -0.281
H (-1.4441, 0.0527, 4.4062)  0.516
H (0.6689, -1.2741, 1.1213)  0.507
C (0.0401, 4.1875, -3.8959)  -0.612
C (-0.3126, 2.7422, -4.2422)  -0.398
C (-1.6107, 2.2449, -3.5956)  -0.436
C (-1.6867, 2.2153, -2.0738)  -0.216
N (-1.1325, 1.0334, -1.3210)  -0.209
C (0.2814, 0.6647, -1.6735)  -0.217
C (1.1350, 1.7454, -1.0435)  -0.426
C (0.4280, 2.0236, 0.2870)  -0.466
C (-0.9929, 1.4818, 0.1339)  -0.216
C (-2.0344, -0.1730, -1.3053)  -0.215
C (-2.2869, -0.8589, -2.6492)  -0.435
C (-3.6727, -0.5548, -3.2254)  -0.609
H (0.2156, 4.3271, -2.8277)  0.194
H (0.9499, 4.4851, -4.4152)  0.226
H (-0.7565, 4.8674, -4.2020)  0.210
H (0.5347, 2.0961, -4.0090)  0.194
H (-0.4418, 2.6737, -5.3240)  0.219
H (-1.8783, 1.2855, -4.0311)  0.224
H (-2.4028, 2.9273, -3.9176)  0.230
H (-2.7302, 2.2588, -1.7634)  0.225
H (-1.2005, 3.1009, -1.6673)  0.226
H (0.4752, -0.2977, -1.2005)  0.226
H (0.3883, 0.5499, -2.7463)  0.226
H (1.1585, 2.6422, -1.6651)  0.208
H (2.1648, 1.4217, -0.9116)  0.251
H (0.4362, 3.0838, 0.5339)  0.225
H (0.8977, 1.4893, 1.1011)  0.280
H (-1.7744, 2.2040, 0.3528)  0.220
H (-1.1329, 0.6019, 0.7589)  0.263
H (-2.9642, 0.1470, -0.8363)  0.221
H (-1.5504, -0.8774, -0.6310)  0.256
H (-2.2306, -1.9356, -2.4864)  0.235
H (-1.5029, -0.6358, -3.3711)  0.209
H (-4.4444, -1.0259, -2.6170)  0.221
H (-3.7657, -0.9443, -4.2387)  0.224
H (-3.8847, 0.5154, -3.2533)  0.196

HOMO-LUMO gap: 0.249 Ha
E_HOMO: -7.35 eV

=====

(3)
DFT (ωB97M-V/def2-TZVPD) results for 3 unconnected molecules or ions with the total composition C14H34N2O3.

Each line ends with the natural charge from an NBO analysis.
Positions of all 53 atoms, in Å:
C (1.9755, -4.4699, -3.1869)  -0.603
C (2.1437, -3.1491, -2.4568)  0.108
C (3.5715, -2.6060, -2.7393)  -0.640
C (1.1217, -2.1697, -3.0156)  -0.395
C (0.8272, -0.9664, -2.1326)  -0.410
C (0.6558, -1.3406, -0.6671)  -0.395
C (1.6949, -2.2915, -0.0970)  0.106
C (2.9958, -1.5156, 0.2341)  -0.653
C (1.1520, -2.8713, 1.2158)  -0.603
N (1.8532, -3.3956, -1.0411)  -0.172
O (2.7615, -4.3549, -0.5348)  -0.573
H (1.0104, -4.9178, -2.9400)  0.219
H (2.0317, -4.3324, -4.2679)  0.203
H (2.7365, -5.1954, -2.8963)  0.223
H (3.6164, -1.5156, -2.7147)  0.203
H (4.3028, -3.0122, -2.0422)  0.200
H (3.8652, -2.8893, -3.7516)  0.218
H (1.5416, -1.8335, -3.9691)  0.210
H (0.1930, -2.6886, -3.2616)  0.210
H (1.5612, -0.1658, -2.2468)  0.198
H (-0.1252, -0.5552, -2.4796)  0.214
H (-0.3460, -1.7328, -0.4720)  0.210
H (0.6764, -0.4187, -0.0716)  0.204
H (3.6987, -2.1393, 0.7951)  0.203
H (2.7365, -0.6479, 0.8352)  0.219
H (3.5274, -1.1782, -0.6544)  0.213
H (1.7216, -3.7390, 1.5371)  0.230
H (0.1088, -3.1678, 1.1029)  0.212
H (1.1866, -2.1102, 1.9998)  0.202
H (3.5936, -3.8975, -0.3422)  0.437
C (-5.7467, 3.0729, 3.5052)  -0.244
O (-4.3958, 2.8002, 3.2652)  -0.543
C (-3.7499, 3.8571, 2.5943)  -0.061
C (-2.3207, 3.4583, 2.3103)  -0.063
C (-1.5412, 3.2438, 3.5940)  -0.618
N (-1.7039, 4.5338, 1.5301)  -0.842
H (-5.8783, 3.9545, 4.1497)  0.164
H (-6.1856, 2.2184, 4.0198)  0.191
H (-6.3080, 3.2346, 2.5754)  0.162
H (-4.2786, 4.1195, 1.6673)  0.163
H (-3.7298, 4.7608, 3.2256)  0.168
H (-2.3352, 2.5129, 1.7440)  0.153
H (-2.0635, 2.5840, 4.2781)  0.229
H (-1.3900, 4.2163, 4.0757)  0.209
H (-0.5405, 2.8738, 3.3548)  0.200
H (-0.6984, 4.4203, 1.5349)  0.355
H (-2.0294, 4.4798, 0.5724)  0.374
C (-0.2394, 2.5393, -1.3594)  -0.246
O (-1.5999, 2.8782, -1.2713)  -0.727
H (0.3372, 3.4577, -1.4604)  0.183
H (0.1209, 2.0071, -0.4700)  0.160
H (-0.0056, 1.9136, -2.2288)  0.164
H (-2.1078, 2.1310, -0.9456)  0.470

HOMO-LUMO gap: 0.337 Ha
E_HOMO: -8.72 eV
structure (SMILES): CC1(C)CCCC(C)(C)N1O.COC[C@H](C)N.CO
ΔE to the lowest compared entry with this formula, charge and spin: 0.0 kJ/mol

=====

(4)
DFT (ωB97M-V/def2-TZVPD) results for a molecular structure, C14H35BeCl4FNO13RbSV.

Each line ends with the Mulliken charge.
Positions of all 72 atoms, in Å:
N (-0.1192, 0.3679, -6.6696)  -0.575
C (-0.2655, 1.6010, -5.8313)  -0.396
C (1.0641, 2.0422, -5.0807)  -0.920
C (1.1664, 1.5514, -3.5662)  -0.434
C (0.1461, 2.2802, -2.6004)  0.601
C (0.4155, 1.7152, -1.1131)  -1.080
O (-0.8698, 1.4619, -0.4261)  -0.099
S (-2.1119, 2.1199, -1.3511)  0.975
O (-2.4153, 3.5663, -1.1470)  -0.533
O (-3.2706, 1.2338, -1.6374)  -0.491
O (-1.2749, 2.0997, -2.7936)  -0.260
H (-0.0246, -0.4261, -6.0189)  0.120
H (-1.0548, 0.2323, -7.0873)  0.291
H (-0.5236, 2.4467, -6.5510)  0.298
H (-1.1659, 1.4541, -5.1611)  0.283
H (1.9301, 1.5524, -5.6395)  0.452
H (1.2461, 3.1579, -5.1812)  0.423
H (1.1408, 0.3986, -3.4625)  -0.173
H (2.2095, 1.8441, -3.2008)  0.483
H (0.3244, 3.3919, -2.5025)  0.309
H (0.9078, 2.4494, -0.3494)  0.590
H (1.0488, 0.7459, -1.1635)  0.442
Rb (2.2000, -0.1559, -0.1390)  0.833
C (-1.7470, -2.9963, -4.4668)  -0.230
O (-0.8034, -2.8735, -5.5183)  -0.462
H (-2.7371, -2.7566, -4.8512)  0.256
H (-1.7440, -4.0181, -4.0819)  0.301
H (-1.4938, -2.2876, -3.6546)  0.046
H (0.0664, -3.0904, -5.1569)  0.285
F (3.2289, 1.3729, -4.4866)  -0.635
C (7.0727, -0.5079, 2.2186)  -0.244
C (8.0859, -1.0884, 3.1897)  -0.487
O (7.8733, -2.4968, 3.3088)  -0.529
O (5.7516, -0.7866, 2.6758)  -0.495
H (7.1884, 0.5736, 2.1277)  0.284
H (7.1838, -0.9648, 1.2286)  0.236
H (7.9504, -0.6601, 4.1839)  0.278
H (9.1113, -0.9043, 2.8573)  0.312
H (8.1366, -2.9009, 2.4732)  0.309
H (5.7866, -1.6741, 3.0622)  0.342
O (-0.4111, 3.8359, 4.5915)  -0.718
V (0.5874, 2.4991, 4.1326)  1.569
O (1.5854, 1.1588, 3.6504)  -0.793
O (-4.4474, 0.9012, 1.9405)  -0.361
C (-5.0674, 0.2103, 1.0534)  0.065
C (-5.7450, -1.1277, 1.7951)  0.139
O (-6.3507, -1.8192, 0.9019)  -0.430
H (-4.4706, -0.1892, 0.2186)  0.093
H (-5.8995, 0.7008, 0.5241)  0.318
H (-6.3512, -0.7186, 2.6191)  0.272
H (-4.9121, -1.6094, 2.3322)  -0.058
Be (-0.0941, -1.1479, -3.2295)  0.201
C (-2.5271, -1.6111, 4.6133)  -1.067
C (-1.5589, -2.5079, 3.8583)  0.386
C (-0.1418, -2.3650, 4.3914)  -1.090
O (-1.5818, -2.1708, 2.4698)  -0.461
H (-2.2498, -0.5575, 4.5031)  0.270
H (-3.5384, -1.7153, 4.2137)  0.166
H (-2.5453, -1.8569, 5.6772)  0.416
H (-1.8800, -3.5486, 3.9434)  0.290
H (0.2179, -1.3370, 4.2737)  0.180
H (0.5446, -3.0067, 3.8331)  0.281
H (-0.0884, -2.6335, 5.4486)  0.381
H (-1.3004, -1.2522, 2.3841)  0.262
O (6.0192, -2.6376, -1.0105)  -0.610
H (6.8093, -2.9912, -1.4353)  0.306
H (5.5187, -3.4223, -0.7606)  0.313
C (-5.9472, 4.3701, 3.3261)  0.291
Cl (-5.1917, 3.5824, 4.7258)  -0.092
Cl (-7.5533, 3.6680, 3.0475)  -0.106
Cl (-6.1077, 6.1085, 3.6410)  -0.095
Cl (-4.9359, 4.1195, 1.8898)  -0.025

HOMO-LUMO gap: 0.062 Ha
net charge: +1
E_HOMO: -10.59 eV